Density functional theory data (ωB97M-V/def2-TZVPD) for a cluster of 5 separate species, C23H26F12N2O10S2 in total at a distorted geometry.

```
75
Properties=species:S:1:pos:R:3
C 5.1018 5.3100 0.9591
S 3.9981 6.5394 0.0737
O 4.4869 7.9565 0.4689
O 4.2477 6.3950 -1.4784
C 2.1785 6.4262 0.5030
C 1.4424 7.6943 1.2981
C -0.1751 7.7128 1.6847
C -1.0853 6.3891 1.2229
C -0.3304 5.1153 0.4511
N -1.0040 3.8160 -0.0259
S 0.3197 2.9353 -0.8008
N 1.8192 3.8526 -0.6653
C 1.2964 5.1025 0.0692
H 5.7761 5.8282 1.7956
H 5.8837 4.8720 0.1709
H 4.5454 4.4130 1.4658
H 2.0401 8.6739 1.6164
H -0.6880 8.6187 2.2667
H -2.2593 6.3384 1.4317
C -0.6027 -2.0587 -4.8366
C -0.9660 -2.9232 -3.6440
O -0.8610 -2.1721 -2.4251
C -1.9275 -1.3656 -2.1205
O -2.9289 -1.2599 -2.8239
C -1.7066 -0.6647 -0.7807
F -0.4526 -0.1413 -0.6588
F -1.8670 -1.5145 0.2743
F -2.5692 0.3694 -0.5706
H 0.3881 -1.6132 -4.7017
H -0.6042 -2.6491 -5.7574
H -1.3093 -1.2314 -4.9553
H -0.2583 -3.7553 -3.5663
H -1.9657 -3.3600 -3.7492
C -1.8723 2.5626 2.7665
C -2.2355 1.6981 3.9591
O -2.1306 2.4492 5.1781
C -3.1970 3.2557 5.4827
O -4.1985 3.3614 4.7792
C -2.9762 3.9566 6.8225
F -1.7222 4.4800 6.9444
F -3.1366 3.1068 7.8775
F -3.8388 4.9907 7.0326
H -0.8814 3.0081 2.9014
H -1.8737 1.9723 1.8457
H -2.5789 3.3899 2.6479
H -1.5278 0.8661 4.0368
H -3.2353 1.2613 3.8540
C 5.8085 -4.1112 -1.6930
C 4.7078 -3.0701 -1.6140
O 4.3048 -2.6604 -2.9296
C 3.4250 -3.4901 -3.5761
O 2.9880 -4.5328 -3.0957
C 3.0443 -2.9137 -4.9391
F 4.1221 -2.4538 -5.6379
F 2.1867 -1.8587 -4.8274
F 2.4284 -3.8204 -5.7491
H 6.6462 -3.7412 -2.2927
H 6.1726 -4.3661 -0.6935
H 5.4528 -5.0270 -2.1752
H 5.0850 -2.1770 -1.1048
H 3.8488 -3.4309 -1.0367
C -4.8778 -5.1441 1.2165
C -3.5576 -4.5827 0.7229
O -2.5903 -5.6318 0.5647
C -2.6742 -6.3590 -0.5949
O -3.5145 -6.1602 -1.4686
C -1.5617 -7.4048 -0.6558
F -1.4116 -8.0851 0.5172
F -0.3475 -6.8456 -0.9278
F -1.7690 -8.3495 -1.6160
H -4.7313 -5.7223 2.1344
H -5.5911 -4.3388 1.4141
H -5.3187 -5.8234 0.4803
H -3.1542 -3.8884 1.4674
H -3.6795 -4.0196 -0.2096
```

Calculated values
- Energy: -101996.1551 eV
- E_HOMO: -9.3 eV
- Frontier orbital gap: 6.9 eV


Density functional theory data (ωB97M-V/def2-TZVPD) for a cluster of 8 separate species, C23H26F7NO24Si in total at a distorted geometry.

```
82
Properties=species:S:1:pos:R:3
O -4.5697 -0.3193 2.0679
C -3.5598 0.3647 2.0814
O -2.9725 0.8878 0.9621
C -1.9190 1.7151 1.4134
C -1.6204 1.1521 2.7609
F -1.1914 2.1187 3.6031
O -2.8749 0.6946 3.2123
H -2.2653 2.7532 1.4552
H -1.0600 1.6587 0.7394
H -0.9068 0.3213 2.7521
O 5.0227 2.7811 -2.9680
C 4.3965 2.3651 -3.9286
O 3.0716 2.6232 -4.1509
C 2.7664 2.0800 -5.4197
C 3.8200 1.0391 -5.5877
F 4.1499 0.8928 -6.8905
O 4.9293 1.5803 -4.9068
H 2.8262 2.8694 -6.1764
H 1.7582 1.6571 -5.4328
H 3.5623 0.0659 -5.1566
O 2.0566 -3.4442 -2.6959
C 1.9257 -3.1548 -1.5182
O 2.1887 -1.9169 -0.9986
C 1.7883 -1.9594 0.3564
C 1.8474 -3.4163 0.6654
F 0.9135 -3.7529 1.5832
O 1.5072 -4.0269 -0.5586
H 0.7779 -1.5472 0.4493
H 2.4653 -1.3733 0.9837
H 2.8329 -3.7666 0.9903
O -10.3453 -1.6042 3.9317
C -9.3355 -0.9201 3.9452
O -8.7482 -0.3971 2.8259
C -7.6947 0.4302 3.2772
C -7.3961 -0.1327 4.6246
F -6.9671 0.8339 5.4668
O -8.6506 -0.5903 5.0760
H -8.0410 1.4684 3.3190
H -6.8357 0.3739 2.6032
H -6.6825 -0.9635 4.6159
O 1.3809 -6.0610 -8.8595
C 1.2500 -5.7717 -7.6818
O 1.5130 -4.5338 -7.1622
C 1.1126 -4.5763 -5.8072
C 1.1717 -6.0332 -5.4981
F 0.2378 -6.3697 -4.5803
O 0.8315 -6.6438 -6.7222
H 0.1022 -4.1641 -5.7143
H 1.7896 -3.9902 -5.1798
H 2.1572 -6.3835 -5.1733
O 4.2353 -2.9084 2.9829
C 3.8132 -3.5445 3.9342
O 2.9158 -4.5720 3.8327
C 2.7902 -5.1222 5.1287
C 3.2073 -3.9890 6.0026
F 3.8052 -4.4422 7.1273
O 4.1719 -3.3133 5.2283
H 3.4496 -5.9919 5.2191
H 1.7621 -5.4398 5.3218
H 2.3960 -3.3008 6.2629
O -0.7686 6.0320 0.8812
C -1.9394 6.0977 0.5455
O -2.9344 5.3234 1.0767
C -4.1462 5.7948 0.5225
C -3.6925 6.4491 -0.7376
F -4.4883 7.4960 -1.0511
O -2.4146 6.9454 -0.4096
H -4.6150 6.4974 1.2196
H -4.8393 4.9700 0.3366
H -3.6151 5.7699 -1.5933
O 4.8458 1.2880 0.7208
C 4.9928 2.5637 0.3373
C 3.9218 3.3843 -0.6343
Si 2.4456 3.8942 0.5024
O 0.9060 3.1263 0.0562
N 1.2681 1.9645 -0.5622
O 0.9343 1.0268 0.1703
H 5.9068 3.1774 0.7443
H 4.4764 4.3704 -0.9967
H 3.6235 2.7747 -1.5882
H 2.3259 5.3586 0.5526
H 2.7432 3.4057 1.8731
```

Calculated values
- Energy: -101798.4430 eV
- E_HOMO: -10.2 eV
- Frontier orbital gap: 9.0 eV


Density functional theory data (ωB97M-V/def2-TZVPD) for a structure of composition C23H26IrN6O4PS at a distorted geometry.

```
62
Properties=species:S:1:pos:R:3
Ir -0.2765 1.5955 0.3179
O 1.5442 4.2162 3.1578
S 1.1660 2.9644 2.5850
O 0.2459 2.1749 3.4531
O 2.2843 2.0988 2.1672
O 0.3273 3.2501 1.2985
N 1.6019 1.2493 -0.2521
C 1.6783 0.1524 -1.1933
C 2.8360 -0.2243 -1.8077
C 2.8168 -1.2659 -2.7581
C 1.6479 -1.9010 -3.0714
C 0.4396 -1.5249 -2.4423
C -0.8097 -2.1263 -2.7249
C -1.9258 -1.6733 -2.0884
C -1.8141 -0.6078 -1.1748
N -0.6730 -0.0297 -0.8833
C 0.4637 -0.4857 -1.5003
H 2.0099 2.1030 -0.6332
H 2.0936 1.1137 0.6591
H 3.7640 0.2835 -1.5754
H 3.7386 -1.5529 -3.2444
H 1.6293 -2.6931 -3.8087
H -0.8615 -2.9327 -3.4452
H -2.8993 -2.1038 -2.2724
H -2.6920 -0.2193 -0.6751
C -0.4406 2.9139 -1.3332
C -0.3462 2.3131 -2.6802
C 0.8850 2.2328 -3.3424
C 1.0342 1.5092 -4.5100
C -0.0667 0.8585 -5.0642
C -1.3200 0.9922 -4.4668
C -1.4509 1.7161 -3.2988
C 0.0930 0.0269 -6.2211
N 0.2210 -0.6722 -7.1250
H -1.4345 3.3442 -1.1489
H 0.2943 3.7099 -1.1968
H 1.7458 2.7423 -2.9224
H 1.9992 1.4362 -4.9941
H -2.1805 0.5163 -4.9189
H -2.4271 1.8103 -2.8374
C -0.4267 -1.1004 5.1587
N -1.7257 -0.8541 4.5303
C -2.1247 -2.0395 3.7863
N -1.1411 -2.4676 2.7979
C 0.1177 -2.7103 3.4958
N 0.6075 -1.5529 4.2289
C 1.0601 -0.4837 3.3449
P -0.3638 0.2871 2.4399
C -1.7191 0.3483 3.7031
C -0.9569 -1.4059 1.8004
H -0.5640 -1.8795 5.9121
H -0.0894 -0.1891 5.6537
H -3.0746 -1.8410 3.2845
H -2.2720 -2.8547 4.4996
H 0.8746 -3.0198 2.7716
H -0.0375 -3.5256 4.2076
H 1.7459 -0.8996 2.6007
H 1.6011 0.2709 3.9081
H -2.6765 0.4243 3.1796
H -1.6028 1.2284 4.3295
H -0.2548 -1.7741 1.0444
H -1.9184 -1.2723 1.2952
```

Calculated values
- Energy: -64366.6848 eV
- E_HOMO: -8.0 eV
- Frontier orbital gap: 6.5 eV


Density functional theory data (ωB97M-V/def2-TZVPD) for a structure of composition C23H26N3NaO3Te4.

```
60
Properties=species:S:1:pos:R:3
Na 1.0078 -1.4430 0.7656
C -3.8654 0.0204 -1.6658
N -3.2337 -0.4718 -0.4552
C -4.0766 -1.2531 0.4311
C -1.8943 -0.7002 -0.3937
O -1.3748 -1.2843 0.5432
C -1.0621 -0.1556 -1.5397
O 0.2875 -0.3369 -1.2004
C 1.1483 -0.0951 -2.2821
C 2.5669 -0.2830 -1.7791
O 2.7798 -0.9234 -0.7552
N 3.5576 0.2765 -2.5133
C 3.3044 1.0061 -3.7472
C 4.9146 -0.2073 -2.3214
H -4.8723 0.3560 -1.4112
H -3.9200 -0.7603 -2.4318
H -3.3225 0.8765 -2.0641
H -4.9881 -0.6904 0.6452
H -3.5373 -1.4418 1.3550
H -4.3330 -2.2111 -0.0330
H -1.2751 0.9131 -1.6892
H -1.3288 -0.7134 -2.4473
H 0.9852 0.9154 -2.6727
H 0.9911 -0.8191 -3.0962
H 2.5932 1.8167 -3.5817
H 2.9346 0.3466 -4.5372
H 4.2451 1.4534 -4.0661
H 4.9795 -0.6942 -1.3536
H 5.6114 0.6336 -2.3571
H 5.1602 -0.9306 -3.1046
Te -0.0211 -3.9251 -2.1958
Te -2.6000 -3.4428 -2.9427
Te 2.9145 -2.4319 -5.2806
Te 1.3132 -4.4863 -4.5083
C 1.2422 -2.3669 5.6253
C 0.4756 -1.2981 6.0787
C -0.0160 -0.3989 5.1477
C 0.2806 -0.5619 3.7868
C 1.0507 -1.6260 3.2688
C 1.5036 -2.5117 4.2671
C -0.2790 0.4567 2.8564
C -1.6342 0.8904 3.0152
C -2.1678 1.7914 2.1546
C -1.3603 2.3204 1.1169
C -1.8253 3.2634 0.1712
C -0.9966 3.7295 -0.8112
C 0.3381 3.2691 -0.8848
C 0.8073 2.3533 0.0142
C -0.0337 1.8496 1.0373
N 0.4792 0.9173 1.8874
H 1.6322 -3.0907 6.3370
H 0.2679 -1.1679 7.1354
H -0.6099 0.4475 5.4858
H 2.0979 -3.3757 3.9714
H -2.2294 0.4415 3.7988
H -3.2060 2.0979 2.2302
H -2.8535 3.6038 0.2358
H -1.3588 4.4466 -1.5378
H 0.9870 3.6390 -1.6701
H 1.8181 1.9670 -0.0318
```

Calculated values
- Energy: -68478.6011 eV
- E_HOMO: -0.7 eV
- Frontier orbital gap: 4.5 eV
- Charge: -2


Density functional theory data (ωB97M-V/def2-TZVPD) for a structure of composition C23H26N3O2RhSi2.

```
57
Properties=species:S:1:pos:R:3
Rh -0.8993 -0.5977 -0.4028
O 0.1694 3.2663 -2.3017
C 0.9479 2.7570 -3.2713
C 1.6590 3.6684 -4.0566
C 2.4525 3.2251 -5.0906
C 2.5654 1.8620 -5.3719
C 1.8879 0.9590 -4.5848
C 1.0768 1.3806 -3.5220
C 0.4357 0.3860 -2.6478
O -0.4317 0.8269 -1.7794
N 0.7899 -0.8921 -2.8011
N 0.1348 -1.6312 -1.8687
C 0.2492 -2.8931 -1.7184
C -0.5441 -3.4579 -0.5921
C -0.5092 -4.8068 -0.2901
C -1.2794 -5.2870 0.7605
C -2.0822 -4.4088 1.4641
C -2.0701 -3.0671 1.1090
N -1.3187 -2.5931 0.1189
H -0.2817 2.5130 -1.8662
H 1.5588 4.7212 -3.8290
H 2.9943 3.9464 -5.6898
H 3.1803 1.5196 -6.1927
H 1.9690 -0.1034 -4.7664
H 0.8825 -3.5149 -2.3446
H 0.1199 -5.4665 -0.8717
H -1.2533 -6.3374 1.0183
H -2.7032 -4.7414 2.2831
H -2.6770 -2.3389 1.6240
C 2.3048 0.5410 -0.0140
Si 0.9375 -0.3000 0.9429
C 1.5378 -1.9820 1.5279
C 0.5128 0.7165 2.4600
C 1.4555 0.9933 3.4586
C 1.0995 1.7115 4.5873
C -0.2088 2.1651 4.7315
C -1.1433 1.8998 3.7448
C -0.7983 1.1759 2.5975
Si -1.9813 0.7763 1.1819
C -2.4518 2.4221 0.3911
C -3.5397 0.0853 2.0069
H 3.1823 0.6275 0.6345
H 2.0112 1.5483 -0.3171
H 2.5949 -0.0180 -0.9056
H 2.3880 -1.8481 2.2036
H 1.8677 -2.6127 0.6992
H 0.7545 -2.5072 2.0788
H 2.4796 0.6445 3.3593
H 1.8342 1.9189 5.3558
H -0.4925 2.7256 5.6141
H -2.1582 2.2654 3.8707
H -3.0672 3.0230 1.0673
H -3.0063 2.2929 -0.5416
H -1.5489 2.9960 0.1682
H -4.0194 0.8504 2.6238
H -3.2857 -0.7440 2.6714
H -4.2823 -0.2617 1.2829
```

Calculated values
- Energy: -51603.9416 eV
- E_HOMO: -8.2 eV
- Frontier orbital gap: 7.0 eV


Density functional theory data (ωB97M-V/def2-TZVPD) for the molecule C23H26N4O6 at a distorted geometry.

```
59
Properties=species:S:1:pos:R:3
C -3.2146 -3.2003 1.2091
O -2.0378 -2.4476 1.0815
C -0.9207 -3.2118 0.6794
C 0.2641 -2.2853 0.4344
C 0.7060 -1.5514 1.7008
N -0.2575 -0.5778 2.1601
C -0.1110 0.7409 1.9174
O 0.8449 1.1951 1.3128
C -1.1832 1.6062 2.5678
C -1.1736 3.0374 2.0297
C -2.0237 3.1786 0.7677
N -1.6075 2.2264 -0.2536
C -2.3485 1.0715 -0.4077
O -3.3515 0.8692 0.2488
C -1.8335 0.1457 -1.4128
C -2.5564 -1.0175 -1.6756
C -2.0913 -1.9395 -2.5848
C -0.8891 -1.6950 -3.2369
C -0.1643 -0.5473 -2.9910
C -0.6212 0.4041 -2.0709
N 0.0416 1.5838 -1.8072
C 1.3723 1.8808 -2.3278
C 2.4107 1.4615 -1.3171
C 2.9884 2.4065 -0.4753
C 3.8937 2.0292 0.5030
C 4.2317 0.7001 0.6633
C 3.6443 -0.2439 -0.1704
N 3.9547 -1.6348 0.0052
O 3.3464 -2.4432 -0.6713
O 4.7977 -1.9330 0.8253
C 2.7383 0.1259 -1.1564
C -0.4431 2.5325 -0.9266
O 0.1074 3.6014 -0.7840
H -3.4728 -3.6961 0.2654
H -3.1168 -3.9653 1.9902
H -4.0022 -2.4998 1.4795
H -1.1580 -3.7581 -0.2463
H -0.6744 -3.9521 1.4577
H 1.0974 -2.8746 0.0496
H -0.0167 -1.5492 -0.3180
H 0.8857 -2.2710 2.5058
H 1.6270 -0.9974 1.5062
H -1.1599 -0.9411 2.4273
H -2.1637 1.1483 2.4304
H -0.9603 1.6137 3.6379
H -0.1434 3.3145 1.7972
H -1.5619 3.7278 2.7790
H -1.9184 4.1848 0.3570
H -3.0730 2.9671 0.9827
H -3.4806 -1.1589 -1.1381
H -2.6492 -2.8391 -2.7930
H -0.5092 -2.4104 -3.9509
H 0.7564 -0.4031 -3.5317
H 1.5148 1.3839 -3.2856
H 1.4191 2.9623 -2.4760
H 2.7015 3.4416 -0.5742
H 4.3243 2.7745 1.1531
H 4.9227 0.3758 1.4261
H 2.2977 -0.6464 -1.7680
```

Calculated values
- Energy: -42518.3282 eV
- E_HOMO: -8.7 eV
- Frontier orbital gap: 8.4 eV


Density functional theory data (ωB97M-V/def2-TZVPD) for a structure of composition C23H26N6O4S at a distorted geometry.

```
60
Properties=species:S:1:pos:R:3
C 2.8911 -1.5815 3.7624
C 1.5079 -1.2855 3.3112
C 0.4138 -0.8155 3.9733
C -0.6268 -0.7251 3.0141
C -0.0894 -1.1402 1.8291
O 1.2035 -1.4882 2.0107
C -0.6828 -1.2783 0.4615
N 0.1106 -2.1375 -0.3873
C 1.0997 -1.7203 -1.2260
O 1.5186 -2.4565 -2.1146
C 1.6953 -0.3989 -1.0686
C 2.3327 0.2622 -2.1247
N 2.4370 -0.1695 -3.3830
H 2.1371 -1.1082 -3.5922
H 2.9274 0.4184 -4.0408
C 2.8535 1.5143 -1.6666
N 2.6769 1.7623 -0.3844
S 1.8829 0.5655 0.3564
C 3.5661 2.4670 -2.5383
O 3.7859 2.2456 -3.7180
N 3.9442 3.6012 -1.9136
H 3.7527 3.7116 -0.9330
H 4.4533 4.3042 -2.4210
C -0.3886 -3.4943 -0.5525
C -1.7116 -3.5120 -1.2663
C -2.8855 -3.8894 -0.6279
C -4.0782 -3.8569 -1.3332
C -4.0444 -3.4439 -2.6556
N -2.9336 -3.0796 -3.2734
C -1.8026 -3.1066 -2.5973
H -0.9178 -2.7964 -3.1354
H -4.9464 -3.4036 -3.2523
H -5.0077 -4.1454 -0.8664
H -2.8669 -4.2142 0.4051
H 0.3605 -4.0313 -1.1401
H -0.4758 -3.9553 0.4377
H -1.6684 -1.7577 0.5707
C -1.0389 0.0427 -0.2862
O -1.2388 0.0279 -1.4793
N -1.2030 1.1105 0.5043
H -0.9020 1.0635 1.4659
C -1.6213 2.4075 0.0099
H -2.1786 2.2263 -0.9118
C -0.4360 3.3521 -0.2022
C -0.0644 3.8025 1.2126
H 0.3564 4.8063 1.2112
H 0.6871 3.1302 1.6278
C -1.3708 3.7317 2.0285
H -1.2370 3.1078 2.9127
H -1.6793 4.7177 2.3722
C -2.4277 3.1276 1.0896
H -3.1101 2.4541 1.6061
H -3.0173 3.9161 0.6233
H 0.3901 2.8701 -0.7186
H -0.7673 4.1992 -0.8026
H -1.6378 -0.4164 3.1907
H 0.3480 -0.5692 5.0129
H 2.9743 -1.4107 4.8311
H 3.1491 -2.6163 3.5422
H 3.6010 -0.9413 3.2402
```

Calculated values
- Energy: -52240.4440 eV
- E_HOMO: -7.9 eV
- Frontier orbital gap: 8.0 eV


> The highest energy belongs to which entry?

C23H26N4O6


> Among the records above, which one has the lowest energy?

C23H26F12N2O10S2


> Which of these has the highest E_HOMO?

C23H26N3NaO3Te4